The following is a DFT calculation (ωB97M-V/def2-TZVPD) of a structure of composition C25H19FeN5O7S2.

Geometry as XYZ:
```
59
Properties=species:S:1:pos:R:3:forces:R:3:mulliken_spin:R:1
Fe 0.476 -0.721 0.047 0.011 0.055 0.050 3.776
N -1.500 -2.418 3.394 0.016 -0.017 -0.010 0.010
C -0.903 -2.095 4.641 0.013 -0.012 0.025 -0.001
C -1.111 -2.889 5.755 -0.007 0.028 -0.029 0.000
C -0.503 -2.549 6.956 -0.007 -0.016 0.019 0.000
C 0.340 -1.452 7.027 0.009 0.008 0.020 0.001
C 0.578 -0.683 5.896 -0.006 0.023 -0.040 0.001
C -0.067 -0.990 4.709 -0.024 -0.062 -0.035 0.002
S 0.105 0.009 3.265 0.024 0.028 -0.042 0.005
N -0.034 -1.196 2.053 -0.034 -0.004 0.086 0.021
C -0.845 -2.178 2.225 0.031 0.014 0.010 0.019
C -1.082 -3.090 1.062 -0.004 0.021 -0.023 -0.004
C -1.780 -4.280 1.155 0.004 0.007 0.001 0.001
C -1.987 -5.026 0.002 -0.003 -0.004 0.003 0.003
C -1.488 -4.562 -1.199 -0.005 0.003 -0.009 -0.001
C -0.778 -3.370 -1.201 -0.001 0.007 0.016 0.006
N -0.573 -2.657 -0.100 -0.031 -0.003 -0.010 0.006
H -2.164 -3.173 3.409 0.009 -0.004 0.007 -0.001
H -1.753 -3.760 5.691 -0.003 -0.001 -0.001 0.000
H -0.684 -3.154 7.834 0.000 0.001 0.000 0.000
H 0.818 -1.194 7.962 0.003 -0.001 -0.001 0.000
H 1.245 0.168 5.936 0.005 -0.005 0.008 0.000
H -2.155 -4.647 2.100 -0.005 -0.006 -0.006 0.000
H -2.536 -5.956 0.049 0.000 -0.002 0.001 0.000
H -1.639 -5.103 -2.121 0.005 -0.001 -0.001 0.000
H -0.368 -2.965 -2.118 0.000 -0.002 0.001 0.001
O 0.656 1.438 -0.007 0.046 -0.061 0.028 0.038
C -0.394 1.414 -0.695 -0.072 -0.060 -0.054 -0.028
O -1.020 0.298 -0.836 -0.013 0.041 0.002 0.072
C -0.898 2.621 -1.388 0.079 0.007 0.028 0.002
C 0.008 3.585 -1.821 -0.012 0.042 -0.011 0.003
C -0.439 4.686 -2.538 0.016 -0.025 -0.019 0.000
C -1.792 4.847 -2.781 -0.011 0.000 0.001 0.002
C -2.674 3.880 -2.323 0.035 0.001 -0.027 -0.001
C -2.255 2.751 -1.652 0.024 -0.018 -0.017 0.004
N -4.115 4.046 -2.580 -0.005 0.021 0.055 0.000
O -4.475 5.051 -3.157 -0.008 0.002 -0.026 0.000
O -4.864 3.172 -2.188 -0.014 -0.013 -0.018 0.000
H 1.067 3.460 -1.644 -0.012 -0.016 0.000 0.001
H 0.288 5.384 -2.927 -0.008 -0.009 -0.008 0.000
H -2.173 5.696 -3.329 -0.001 -0.003 -0.003 0.000
H -2.960 1.995 -1.344 -0.004 0.007 -0.005 0.001
N 2.518 -1.251 -0.352 0.029 0.026 0.038 0.064
C 2.694 -0.295 -1.440 0.060 0.021 0.023 -0.032
C 3.559 0.779 -1.288 -0.007 -0.041 0.008 0.006
C 3.574 1.775 -2.245 -0.046 -0.038 -0.020 0.004
C 2.723 1.705 -3.345 0.081 0.066 0.068 0.007
C 1.885 0.616 -3.503 -0.025 -0.032 -0.045 -0.007
C 1.869 -0.394 -2.547 -0.014 -0.003 -0.015 0.008
S 2.718 3.071 -4.518 0.015 -0.002 0.025 -0.001
O 4.023 2.983 -5.140 -0.025 0.001 -0.028 0.001
O 1.585 2.789 -5.379 -0.015 -0.012 -0.013 0.000
O 2.545 4.228 -3.648 -0.040 0.027 0.042 0.001
H 3.153 -1.027 0.408 0.005 0.010 -0.013 0.000
H 2.732 -2.199 -0.644 -0.043 -0.005 -0.031 0.009
H 4.190 0.849 -0.408 -0.001 0.006 -0.001 -0.001
H 4.223 2.634 -2.141 -0.002 0.004 -0.002 0.000
H 1.238 0.587 -4.371 -0.011 -0.005 0.014 0.000
H 1.201 -1.244 -2.658 0.000 0.004 -0.014 0.003
```
Positions in Å, forces in eV/Å.

Energy above the lowest of the compared OMol25 structures with the same formula, charge and spin: 2.1 kcal/mol
Strongest force on any atom: 0.12 eV Å⁻¹
Highest occupied orbital energy (alpha / beta): -7.7 / -7.7 eV
Expectation value of S²: 6.009
LUMO level (alpha / beta): -1.917 / -2.032 eV
Multiplicity: 5
E: -104073.0375 eV
HOMO-LUMO gap (alpha / beta): 0.2125 / 0.2083 Ha

***

The following is a DFT calculation (ωB97M-V/def2-TZVPD) of a structure of composition C25H19N5O6S2Sc in a non-equilibrium geometry.

Geometry as XYZ:
```
58
Properties=species:S:1:pos:R:3:forces:R:3:lowdin_charge:R:1
Sc 0.595 0.052 -0.466 -0.158 0.944 -0.721 0.943
C -4.550 -1.065 -3.226 0.360 -0.137 0.011 -0.370
S -2.965 -1.939 -3.380 -0.243 -0.030 -0.085 0.871
C -1.878 -0.944 -2.467 0.269 0.599 0.071 -1.125
S -0.225 -1.152 -2.796 0.069 -0.174 0.451 0.703
N -2.389 -0.058 -1.641 -1.297 -0.207 -0.049 -0.071
N -1.542 0.639 -0.886 0.243 0.928 0.205 -0.096
C -1.994 1.713 -0.313 -0.275 -0.960 -0.718 -0.055
C -1.090 2.513 0.468 0.445 0.611 0.491 -0.254
C -1.536 3.662 1.134 0.087 -0.417 -0.302 0.010
C -0.629 4.433 1.831 0.321 -0.149 0.016 -0.027
C 0.704 4.041 1.844 -0.135 -0.005 -0.087 -0.026
C 1.063 2.885 1.174 0.262 0.145 0.100 -0.103
N 0.205 2.121 0.504 -0.501 0.219 0.246 0.042
H -5.327 -1.790 -3.442 -0.083 -0.074 0.009 0.032
H -4.574 -0.270 -3.964 -0.078 0.116 0.007 0.036
H -4.650 -0.665 -2.225 -0.091 -0.027 0.036 0.023
H -3.024 2.036 -0.447 0.056 -0.152 -0.041 0.143
H -2.580 3.931 1.083 -0.094 0.013 -0.014 0.123
H -0.939 5.324 2.355 -0.084 0.081 0.024 0.120
H 1.453 4.620 2.360 0.063 0.019 0.045 0.114
H 2.097 2.565 1.164 -0.062 -0.050 0.062 0.107
O 2.575 2.129 -3.846 0.308 0.113 -0.078 0.191
C 2.242 1.667 -2.662 -1.189 -0.154 0.104 -0.421
O 1.090 1.478 -2.295 0.665 0.370 -0.216 0.001
C 3.366 1.312 -1.757 0.521 -0.205 0.382 -0.130
C 4.723 1.369 -2.071 -0.369 0.034 0.118 0.062
C 5.626 0.904 -1.128 -0.160 -0.088 0.080 0.008
C 5.158 0.339 0.055 -0.319 0.115 -0.108 0.052
C 3.783 0.312 0.272 0.131 0.164 -0.329 -0.150
N 2.923 0.831 -0.599 0.233 -0.005 -0.240 0.120
C 3.057 -0.310 1.435 -0.190 0.139 -0.151 -0.432
O 3.698 -1.140 2.226 -0.024 -0.154 0.301 0.205
O 1.887 -0.037 1.617 0.378 -0.142 0.161 0.066
H 1.798 2.268 -4.416 -0.020 -0.096 0.282 0.166
H 5.040 1.758 -3.024 0.063 0.049 -0.080 0.133
H 6.687 0.954 -1.322 0.075 -0.026 -0.018 0.127
H 5.859 -0.058 0.774 0.012 -0.015 0.072 0.128
H 4.566 -1.430 1.908 -0.170 0.188 -0.101 0.139
O 2.108 -3.648 -0.464 -0.210 0.117 -0.061 0.122
C 1.412 -2.660 -0.426 -0.390 -1.208 0.166 -0.585
O 1.777 -1.461 -0.715 1.190 -0.334 -0.054 -0.185
C -0.014 -2.743 0.121 0.185 -0.017 0.115 -0.172
C -0.732 -3.949 0.138 -0.172 0.024 0.099 0.040
C -1.925 -3.989 0.809 0.346 0.123 -0.164 0.038
C -2.352 -2.857 1.532 0.253 0.424 -0.063 -0.134
C -3.484 -2.873 2.373 0.008 0.175 0.120 -0.014
C -3.814 -1.765 3.103 -0.122 -0.190 -0.088 -0.060
C -3.048 -0.591 3.008 0.203 0.090 -0.124 -0.051
C -1.956 -0.535 2.186 -0.049 0.024 -0.007 -0.012
C -1.581 -1.666 1.432 -0.467 -0.229 0.227 -0.186
N -0.454 -1.619 0.672 0.345 -0.392 -0.280 0.090
H -0.335 -4.806 -0.383 0.106 -0.018 0.011 0.132
H -2.531 -4.882 0.825 -0.026 -0.139 0.002 0.128
H -4.057 -3.784 2.455 -0.080 -0.058 0.000 0.121
H -4.666 -1.789 3.765 -0.100 -0.011 0.066 0.110
H -3.317 0.268 3.605 -0.012 0.058 0.037 0.111
H -1.336 0.352 2.132 -0.023 -0.018 0.061 0.102
```
Positions in Å, forces in eV/Å.

Energy above the lowest of the compared OMol25 structures with the same formula, charge and spin: 8.1 kcal/mol
Strongest force on any atom: 1.31 eV Å⁻¹
Highest occupied orbital energy: -10.3 eV
Charge: +1
LUMO level: -3.799 eV
E: -88340.6114 eV
HOMO-LUMO gap: 0.2393 Ha

***

The following is a DFT calculation (ωB97M-V/def2-TZVPD) of a structure of composition C25H19N6O2RuS4 in a non-equilibrium geometry.

Geometry as XYZ:
```
57
Properties=species:S:1:pos:R:3:forces:R:3:mulliken_spin:R:1
Ru -0.080 -0.364 0.450 -0.880 -1.531 -0.392 1.047
S -1.475 -1.918 1.372 0.589 0.627 -0.140 0.053
C -0.997 -2.047 3.051 -0.395 -0.135 -0.246 -0.013
C -1.771 -2.906 3.889 0.008 0.088 -0.008 -0.004
N -2.415 -3.588 4.554 -0.031 -0.053 0.000 0.001
C 0.080 -1.364 3.494 0.455 0.340 -0.560 -0.005
S 0.997 -0.363 2.408 0.424 0.240 1.188 -0.042
C 0.543 -1.462 4.844 -0.005 -0.037 0.073 0.004
N 0.916 -1.542 5.929 0.011 0.019 -0.039 -0.001
O -0.045 3.796 1.252 -0.121 -0.020 -0.045 0.005
S -0.769 2.795 0.523 0.724 0.126 -0.449 -0.042
O -1.882 2.150 1.167 -0.201 -0.556 0.219 -0.005
N 0.203 1.619 -0.027 -0.235 0.874 0.093 0.008
C 1.385 1.942 -0.693 -0.264 -0.048 0.265 -0.006
C 1.839 3.187 -1.069 0.056 0.027 -0.065 0.002
C 3.056 3.309 -1.770 -0.089 -0.002 0.035 -0.001
C 3.821 2.224 -2.092 0.066 -0.061 -0.013 0.000
C 3.394 0.935 -1.701 0.029 -0.034 0.002 0.009
C 4.111 -0.257 -1.953 -0.015 0.030 0.007 -0.001
C 3.618 -1.452 -1.515 0.008 -0.037 0.001 0.000
C 2.400 -1.482 -0.814 -0.011 -0.132 0.019 -0.033
N 1.710 -0.392 -0.572 0.093 -0.171 -0.071 0.019
C 2.181 0.814 -1.003 -0.070 0.096 0.017 -0.016
C -1.402 3.577 -0.943 -0.039 0.089 0.059 0.010
C -1.547 2.868 -2.126 0.003 0.036 -0.036 -0.003
C -2.109 3.498 -3.229 0.016 -0.069 0.019 0.000
C -2.520 4.820 -3.142 -0.001 0.054 0.022 0.000
C -2.356 5.526 -1.956 -0.015 -0.011 -0.023 0.000
C -1.791 4.908 -0.851 -0.014 0.001 0.009 0.000
H 1.280 4.073 -0.811 0.042 0.019 -0.018 0.000
H 3.389 4.299 -2.053 -0.011 0.000 0.004 0.000
H 4.755 2.335 -2.627 -0.008 -0.011 -0.004 0.000
H 5.051 -0.207 -2.488 -0.006 -0.003 -0.002 0.000
H 4.143 -2.379 -1.689 -0.005 0.001 0.007 0.001
H 1.983 -2.410 -0.444 0.033 -0.014 -0.010 -0.008
H -1.198 1.847 -2.196 0.023 -0.024 0.003 0.003
H -2.209 2.951 -4.158 -0.006 0.001 -0.001 0.000
H -2.954 5.310 -4.004 0.001 0.000 -0.002 0.000
H -2.663 6.561 -1.894 0.001 -0.002 0.002 0.000
H -1.641 5.447 0.075 0.003 -0.009 0.002 0.000
C -4.849 1.290 0.989 -0.022 -0.013 -0.016 0.000
C -4.452 0.847 -0.375 0.010 0.002 -0.084 -0.001
C -5.169 1.037 -1.527 -0.012 0.042 0.109 0.003
C -4.621 0.559 -2.725 -0.009 -0.113 -0.108 -0.001
N -3.439 -0.037 -2.790 -0.196 0.089 -0.152 0.002
C -2.729 -0.183 -1.673 0.302 -0.141 -0.085 -0.008
S -1.146 -0.839 -1.756 -0.310 0.355 0.374 -0.004
N -3.265 0.220 -0.491 0.020 0.022 -0.025 -0.004
C -5.354 0.723 -4.019 0.031 0.067 0.014 0.000
H -5.893 1.589 1.011 -0.001 0.005 -0.008 0.000
H -4.211 2.125 1.282 -0.035 0.006 0.017 0.000
H -4.683 0.491 1.713 -0.022 -0.007 -0.001 0.000
H -6.127 1.533 -1.505 -0.004 -0.004 0.017 0.000
H -2.706 0.087 0.348 0.092 0.018 0.040 0.032
H -6.392 1.007 -3.865 -0.008 -0.013 0.001 0.000
H -5.297 -0.197 -4.598 0.012 -0.011 0.009 0.000
H -4.861 1.506 -4.598 -0.008 -0.009 -0.023 0.000
```
Positions in Å, forces in eV/Å.

Energy above the lowest of the compared OMol25 structures with the same formula, charge and spin: 13.0 kcal/mol
Strongest force on any atom: 1.81 eV Å⁻¹
Highest occupied orbital energy (alpha / beta): -8.0 / -7.9 eV
Expectation value of S²: 0.760
LUMO level (alpha / beta): -0.999 / -1.736 eV
Multiplicity: 2
E: -85193.2612 eV
HOMO-LUMO gap (alpha / beta): 0.2587 / 0.2263 Ha